The following is a quantum chemistry calculation of a cluster of 2 separate species, C6H11ClN2O4P2S in total, from the OMol25 dataset.

**E_HOMO**: 0.063 Eh
**Charge**: -2
**Multiplicity**: 1
**E_LUMO**: 0.129 Ha

Last column: Mulliken charge in e.
CARTESIAN COORDINATES (ANGSTROEM)
1 Cl -1.849 2.735 -4.459  -0.181
2 S 1.102 -0.959 3.405  -0.324
3 P 0.649 -1.039 1.543  -0.295
4 P 2.887 -4.617 3.545  0.810
5 O 3.091 -6.092 3.149  -0.706
6 O 1.854 -3.945 2.608  -0.508
7 O 2.362 -4.544 4.992  -0.655
8 O 4.227 -3.867 3.414  -0.646
9 N -0.051 2.558 0.384  0.230
10 N 0.228 0.446 0.837  0.714
11 C -1.354 1.664 -3.070  0.054
12 C -0.544 1.850 -0.655  -0.576
13 C -0.395 0.536 -0.424  -0.180
14 C 0.474 1.696 1.360  -1.260
15 C -1.116 2.549 -1.854  -0.753
16 C -2.411 0.568 -2.883  -1.257
17 H -0.378 -1.959 1.234  0.043
18 H 0.926 1.988 2.284  0.408
19 H -0.023 3.556 0.492  0.662
20 H -0.371 3.296 -2.157  0.403
21 H -0.393 1.231 -3.344  0.355
22 H -3.130 0.889 -2.128  0.310
23 H -2.939 0.454 -3.831  0.456
24 H -2.008 3.133 -1.598  0.337
25 H -0.683 -0.293 -1.036  0.134
26 H -1.973 -0.399 -2.646  0.308
27 H 1.819 -1.434 0.837  0.118